The molecule C3H4N2. Source: OMol25; level of theory: ωB97M-V with the def2-TZVPD basis set.

Atoms and positions in Å:
C: -0.1109 -0.1332 -0.2895
C: -0.0684 1.0960 -1.0162
C: -0.3210 2.0833 -1.6800
H: 0.7946 -1.3702 2.5405
H: 0.2550 -2.2758 1.0410
H: -0.2992 -0.8768 -1.0366
H: -0.7431 3.1085 -2.0770
N: 0.2554 -1.4143 1.5936
N: 0.2377 -0.2174 0.9242

Relative energy (zero: lowest compared OMol25 entry of this formula, charge and spin) (kJ/mol): 367.9
Frontier orbital gap (eV): 9.544
HOMO (eV): -8.625
SMILES: C#C/C=N/N



The molecule C4H3NO. Source: OMol25; level of theory: ωB97M-V with the def2-TZVPD basis set.

Atoms and positions in Å:
C: -0.7510 0.3287 -0.2380
C: 0.5404 0.1782 0.4779
C: -2.0248 0.0202 -0.0634
C: 1.8852 0.7840 -0.0477
N: 1.5945 -0.4783 -0.1971
O: -3.2161 -0.2134 -0.0322
H: -0.5137 0.6195 -1.2587
H: 0.4028 0.1723 1.5208
H: 2.0828 -1.4111 -0.1615

Relative energy (zero: lowest compared OMol25 entry of this formula, charge and spin) (kJ/mol): 337.8
Frontier orbital gap (eV): 9.066
HOMO (eV): -8.685



A structure of composition C37H43N5ORu. Source: OMol25; level of theory: ωB97M-V with the def2-TZVPD basis set.

Atoms and positions in Å:
Ru: 0.2094 -0.4859 0.3128
C: 4.6373 -3.4984 -0.0765
C: 3.2580 -3.5675 -0.2194
C: 2.4967 -2.4299 -0.0918
C: 3.0812 -1.1706 0.1717
C: 4.4645 -1.1423 0.4091
C: 5.2186 -2.2903 0.2735
N: 2.2137 -0.1097 0.1084
C: 2.5088 1.1848 -0.2675
C: 3.7055 1.8977 -0.1677
C: 3.7879 3.2116 -0.6004
C: 2.6939 3.8573 -1.1600
C: 1.4841 3.1987 -1.2623
C: 1.3797 1.8813 -0.8155
N: 0.2185 1.1778 -0.7960
N: -0.9195 1.7161 -1.1309
C: -1.9887 1.0704 -0.6895
C: -3.2915 1.5163 -1.0124
C: -4.3725 0.8394 -0.5233
C: -4.1673 -0.2753 0.3075
C: -2.8779 -0.6768 0.5816
N: -1.8038 -0.0457 0.1047
H: 5.2430 -4.3762 -0.2335
H: 2.7843 -4.5061 -0.4638
H: 1.4193 -2.4593 -0.2665
H: 4.9560 -0.2372 0.7160
H: 6.2839 -2.2305 0.4300
H: 4.5822 1.4615 0.2730
H: 4.7252 3.7352 -0.4966
H: 2.7845 4.8760 -1.5023
H: 0.6082 3.6758 -1.6707
H: -3.3813 2.3877 -1.6381
H: -5.3741 1.1512 -0.7735
H: -4.9997 -0.8105 0.7333
H: -2.6823 -1.5409 1.2117
C: -0.1563 -2.6791 6.8951
C: -0.1556 -2.5902 5.4006
C: -0.3563 -3.7195 4.6118
C: -0.3303 -3.6443 3.2146
C: -0.4634 -4.9051 2.4182
C: -0.1531 -2.4144 2.6230
C: 0.0278 -1.2207 3.3836
C: 0.0560 -1.3692 4.7950
N: 0.1568 -0.0893 2.6850
C: 0.1762 1.2284 3.2602
C: 1.4630 1.4853 4.0779
C: 1.4443 2.9013 4.6481
C: 0.2079 3.0941 5.5259
C: -1.0483 2.9124 4.6751
C: -1.0548 3.9255 3.5332
C: 0.1770 3.6913 2.6635
C: 1.4324 3.9120 3.5038
C: 0.1753 2.2612 2.1245
C: -1.0877 1.4974 4.1056
H: -0.2011 -3.7099 7.2348
H: -1.0157 -2.1436 7.2968
H: 0.7375 -2.2167 7.3095
H: -0.5332 -4.6785 5.0750
H: -0.4132 -5.7713 3.0715
H: 0.3407 -4.9722 1.6903
H: -1.4096 -4.9381 1.8840
H: -0.1903 -2.2980 1.5224
H: 0.2578 -0.5350 5.4425
H: 2.3189 1.3600 3.4097
H: 1.5714 0.7584 4.8785
H: 2.3465 3.0388 5.2553
H: 0.2172 4.0942 5.9592
H: 0.2130 2.3744 6.3482
H: -1.9369 3.0536 5.3001
H: -1.0375 4.9388 3.9349
H: -1.9665 3.8175 2.9426
H: 0.1726 4.3880 1.8186
H: 1.4394 4.9263 3.9022
H: 2.3250 3.7881 2.8874
H: 1.0759 2.1178 1.5266
H: -0.7110 2.1086 1.5010
H: -1.9555 1.3813 3.4512
H: -1.1837 0.7701 4.9080
C: -1.2250 -4.6553 -2.3831
C: -0.8899 -3.9667 -1.0715
O: -0.7107 -2.5548 -1.2076
H: -1.5748 -5.6639 -2.1810
H: -0.3465 -4.7107 -3.0244
H: -2.0129 -4.1200 -2.9040
H: 0.0246 -4.4073 -0.6509
H: -1.7039 -4.1021 -0.3528
H: -0.4448 -2.3778 -2.1184

Total charge: +1
Relative energy (zero: lowest compared OMol25 entry of this formula, charge and spin) (kJ/mol): 111.3
Frontier orbital gap (spin up / spin down) (eV): 7.114 / 5.995
HOMO (spin up / spin down) (eV): -9.089 / -10.721
Spin multiplicity: 6



A cluster of 3 separate species, C22H45N2O5PSi in total. Source: OMol25; level of theory: ωB97M-V with the def2-TZVPD basis set.

Atoms and positions in Å:
C: -1.9859 1.5647 -3.4338
C: -2.8268 0.8385 -2.2924
O: -3.9740 0.4171 -2.6093
O: -2.3934 0.5760 -0.9690
C: -1.6037 1.6621 -0.4153
C: -1.2566 1.3095 1.1234
Si: 0.3613 0.2994 1.3439
O: 1.1171 0.8830 2.7909
C: -0.1317 -1.5690 1.5064
C: -0.9377 -2.1089 2.7395
C: -1.3523 -3.6020 2.8183
C: -0.9533 -4.5373 1.6548
C: -0.1255 -4.0368 0.4519
C: 0.3000 -2.5342 0.3633
P: 1.7341 0.5375 -0.3708
O: 3.2055 -0.3166 -0.0992
O: 0.9356 0.0451 -1.8065
H: -2.6130 2.3737 -3.9623
H: -1.7048 0.7883 -4.2256
H: -1.0221 2.0617 -3.0854
H: -2.2645 2.6121 -0.3816
H: -0.6803 1.9416 -1.0211
H: -1.1417 2.3255 1.6642
H: -2.1760 0.8099 1.5784
H: 1.7388 0.1858 3.0931
H: -1.2261 -1.3915 3.5912
H: -1.9405 -4.0266 3.7112
H: -1.2639 -5.6327 1.6558
H: 0.1824 -4.7297 -0.3984
H: 0.9105 -2.2408 -0.5480
H: 3.3759 -0.8692 -0.8945
H: 1.3410 0.4671 -2.5965
C: 6.3835 -2.3109 -2.9655
C: 7.4236 -1.2353 -3.2566
N: 6.8599 0.0880 -3.5063
C: 7.8426 1.0414 -4.0212
C: 9.0011 1.4322 -3.1063
C: 5.9716 0.6136 -2.4763
C: 6.5326 0.7698 -1.0643
H: 5.6634 -2.3978 -3.7832
H: 6.8779 -3.2786 -2.8485
H: 5.8386 -2.1136 -2.0387
H: 7.9695 -1.5558 -4.1514
H: 8.1505 -1.2182 -2.4362
H: 7.3254 1.9520 -4.3436
H: 8.2665 0.6232 -4.9423
H: 8.6862 2.1358 -2.3335
H: 9.7786 1.9356 -3.6898
H: 9.4674 0.5702 -2.6257
H: 5.0892 -0.0366 -2.4169
H: 5.5648 1.5773 -2.8022
H: 7.1470 -0.0797 -0.7590
H: 5.7105 0.8518 -0.3473
H: 7.1254 1.6805 -0.9706
C: -5.7062 0.7570 0.3074
C: -5.3686 0.5418 1.7777
N: -6.0744 1.4365 2.6914
C: -5.5580 1.3822 4.0585
C: -5.7118 0.0703 4.8251
C: -7.5283 1.4525 2.5815
C: -8.2711 0.1329 2.7921
H: -5.5008 1.7855 -0.0007
H: -5.0970 0.0936 -0.3107
H: -6.7527 0.5292 0.0897
H: -4.2913 0.7149 1.8841
H: -5.5423 -0.5114 2.0275
H: -6.0105 2.1889 4.6462
H: -4.4897 1.6300 4.0249
H: -6.7344 -0.0736 5.1789
H: -5.0722 0.0847 5.7137
H: -5.4204 -0.7997 4.2334
H: -7.7946 1.8348 1.5886
H: -7.9377 2.2017 3.2682
H: -7.7763 -0.7105 2.3064
H: -9.2788 0.2054 2.3722
H: -8.3868 -0.0949 3.8526

Frontier orbital gap (eV): 7.972
HOMO (eV): -7.941
SMILES: CC(=O)OCC[Si@@](O)(c1ccccc1)P(O)O.CCN(CC)CC.CCN(CC)CC



The ion C5H12 with charge +1. Source: OMol25; level of theory: ωB97M-V with the def2-TZVPD basis set.

Atoms and positions in Å:
C: -0.3927 -2.0079 0.4877
C: -0.6517 -0.7743 -0.3894
C: -0.0127 0.4885 0.2618
C: -0.5506 1.7166 -0.4819
C: 1.5350 0.5742 0.1283
H: 0.3818 -2.6570 0.0766
H: -0.0618 -1.6860 1.4800
H: -1.3524 -2.4815 0.7131
H: -0.1259 -0.8871 -1.3488
H: -1.7039 -0.5352 -0.5554
H: -0.3298 0.3802 1.3224
H: -0.1046 2.5964 0.0020
H: -1.6187 1.8511 -0.2856
H: -0.3856 1.7385 -1.5577
H: 2.0585 -0.1965 0.7051
H: 2.0297 1.4835 0.4188
H: 1.7165 0.4026 -0.9434

Total charge: +1
Relative energy (zero: lowest compared OMol25 entry of this formula, charge and spin) (kJ/mol): 35.6
Frontier orbital gap (spin up / spin down) (eV): 14.337 / 6.561
HOMO (spin up / spin down) (eV): -17.081 / -16.903
Spin multiplicity: 2